# 1
The following is a quantum chemistry calculation of the molecule C4H6O4 in a non-equilibrium geometry, from the Open Molecules 2025 dataset.

```
! wB97M-V def2-TZVPD RIJCOSX def2/J DEFGRID3
* xyz 0 1
O -1.885 0.805 1.352
C -0.991 0.050 1.619
O -0.905 -0.689 2.823
C 0.068 -0.330 0.569
C 0.461 0.774 -0.474
C 0.877 -0.119 -1.666
O 0.523 0.423 -2.818
O 1.422 -1.221 -1.566
H -1.688 -0.567 3.445
H -0.623 -0.939 -0.113
H 1.011 -0.712 0.913
H 1.187 1.289 0.056
H -0.406 1.402 -0.571
H 0.950 -0.166 -3.568
*
```

Results
HOMO-LUMO gap   0.41163 Eh
Structure (SMILES)   O=C(O)CCC(=O)O

***

# 2
The following is a quantum chemistry calculation of the ion C3H7N2O2 with charge +1 in a non-equilibrium geometry, from the Open Molecules 2025 dataset.

```
! wB97M-V def2-TZVPD RIJCOSX def2/J DEFGRID3
* xyz 1 1
C 0.112 1.852 -0.002
C 1.662 -0.250 0.589
C -0.859 -0.347 0.345
N -0.908 1.042 -0.138
N 0.380 -0.996 -0.059
O 2.507 -0.160 -0.402
O -1.878 -1.064 -0.278
H 0.078 2.902 -0.199
H -0.967 -0.380 1.404
H -1.826 1.224 -0.752
H 0.649 -0.919 -1.120
H 0.338 -2.042 0.296
H 3.399 0.259 0.030
H -2.688 -1.122 0.288
*
```

Results
HOMO-LUMO gap   0.32944 Eh

***

no.,LUMO energy (Ha),total energy (a.u.)
1,0.01999,-456.9797
2,-0.13753,-378.0482